# C39H78Mg2O48P2V

A structure of composition C39H78Mg2O48P2V (ωB97M-V/def2-TZVPD, OMol25).

Geometry (Å):
1 O -0.898 -1.174 0.881
2 V -1.397 0.291 0.642
3 Mg -4.551 -0.697 1.081
4 Mg -1.280 3.044 2.232
5 P 0.404 1.973 1.198
6 O -1.011 2.263 0.644
7 O -0.405 1.338 2.293
8 O 0.301 3.480 1.414
9 O 0.454 0.994 0.004
10 P -3.737 1.189 1.835
11 O -3.098 -0.190 2.102
12 O -5.249 0.836 1.892
13 O -3.433 0.693 0.415
14 O -2.933 2.371 2.411
15 C -1.892 1.871 -2.877
16 O -1.387 0.646 -3.442
17 C -1.344 -0.456 -2.679
18 O -1.749 -0.499 -1.519
19 O -0.567 -1.413 -3.272
20 C -0.131 -2.588 -2.550
21 H -1.299 2.330 -2.086
22 H -2.872 1.687 -2.438
23 H -2.126 2.556 -3.692
24 H 0.532 -3.060 -3.276
25 H -0.913 -3.227 -2.141
26 H 0.441 -2.434 -1.635
27 C -4.333 4.029 -0.613
28 O -4.867 4.312 -1.842
29 C -4.163 5.035 -2.805
30 O -3.027 5.430 -2.690
31 O -4.867 5.076 -4.036
32 C -4.331 5.851 -5.088
33 H -4.555 4.695 0.221
34 H -3.245 3.966 -0.583
35 H -4.548 3.029 -0.237
36 H -4.823 5.562 -6.016
37 H -3.273 5.772 -5.336
38 H -4.490 6.878 -4.759
39 C -4.066 -4.176 -1.627
40 O -4.137 -4.446 -0.282
41 C -3.751 -3.564 0.690
42 O -3.516 -2.353 0.575
43 O -3.824 -4.236 1.860
44 C -3.282 -3.717 3.055
45 H -4.346 -5.048 -2.218
46 H -3.106 -3.914 -2.071
47 H -4.754 -3.397 -1.956
48 H -2.193 -3.678 3.020
49 H -3.542 -4.406 3.858
50 H -3.720 -2.746 3.285
51 C 4.878 -2.246 -5.398
52 O 3.620 -1.944 -6.072
53 C 2.680 -1.135 -5.545
54 O 1.796 -0.604 -6.176
55 O 2.920 -1.014 -4.212
56 C 2.200 -0.140 -3.363
57 H 5.556 -1.396 -5.484
58 H 5.352 -3.088 -5.901
59 H 4.860 -2.598 -4.366
60 H 1.266 0.106 -3.868
61 H 2.665 0.842 -3.269
62 H 1.918 -0.589 -2.411
63 C -0.954 1.634 5.840
64 O -0.332 2.904 6.136
65 C -0.396 3.941 5.240
66 O -0.954 3.878 4.159
67 O 0.371 5.014 5.707
68 C 0.495 6.187 4.970
69 H -0.334 1.040 5.169
70 H -1.972 1.602 5.452
71 H -1.007 1.212 6.844
72 H 1.139 6.933 5.435
73 H -0.556 6.472 5.007
74 H 0.813 5.913 3.964
75 C -1.511 -6.570 -0.411
76 O -0.479 -6.615 0.596
77 C -0.227 -5.382 1.189
78 O -0.686 -4.250 0.851
79 O 0.683 -5.627 2.153
80 C 1.460 -4.556 2.559
81 H -1.241 -5.879 -1.210
82 H -2.472 -6.256 -0.002
83 H -1.676 -7.376 -1.126
84 H 1.926 -4.075 1.699
85 H 2.266 -4.837 3.237
86 H 0.990 -3.658 2.960
87 C -3.126 6.303 4.035
88 O -2.493 6.949 2.932
89 C -2.048 6.141 1.963
90 O -2.197 4.922 1.943
91 O -1.682 6.774 0.857
92 C -1.125 6.105 -0.289
93 H -4.138 5.972 3.803
94 H -3.203 7.018 4.854
95 H -2.624 5.464 4.518
96 H -1.891 5.452 -0.708
97 H -0.330 5.456 0.079
98 H -0.783 6.751 -1.098
99 C 2.590 2.521 -5.976
100 O 2.839 3.188 -4.714
101 C 1.797 3.631 -3.937
102 O 0.643 3.648 -4.305
103 O 2.333 4.037 -2.821
104 C 1.410 4.344 -1.782
105 H 2.057 3.154 -6.686
106 H 2.086 1.563 -5.845
107 H 3.592 2.222 -6.284
108 H 2.000 4.676 -0.927
109 H 0.925 3.445 -1.402
110 H 0.724 5.129 -2.099
111 C 6.985 -2.958 3.348
112 O 5.918 -2.026 3.227
113 C 4.838 -2.117 2.497
114 O 4.582 -2.993 1.696
115 O 4.035 -1.013 2.742
116 C 2.780 -1.056 2.032
117 H 7.687 -2.955 2.515
118 H 6.545 -3.921 3.609
119 H 7.589 -2.683 4.213
120 H 2.963 -1.192 0.966
121 H 2.316 -0.087 2.214
122 H 2.225 -1.928 2.377
123 C 3.827 -3.385 -1.107
124 O 4.224 -3.851 -2.402
125 C 3.494 -4.832 -2.921
126 O 2.376 -5.161 -2.494
127 O 4.171 -5.380 -3.934
128 C 3.556 -6.302 -4.814
129 H 2.906 -2.813 -0.991
130 H 4.639 -2.732 -0.787
131 H 3.826 -4.195 -0.379
132 H 2.663 -5.844 -5.239
133 H 3.289 -7.137 -4.167
134 H 4.150 -6.569 -5.688
135 C 0.871 -4.293 7.465
136 O 0.526 -3.912 6.146
137 C 0.166 -2.637 5.946
138 O 0.235 -1.761 6.776
139 O -0.272 -2.552 4.684
140 C -1.065 -1.431 4.345
141 H 0.145 -5.085 7.647
142 H 0.880 -3.524 8.237
143 H 1.778 -4.882 7.604
144 H -1.807 -1.138 5.088
145 H -1.524 -1.733 3.404
146 H -0.397 -0.637 4.013
147 C 8.008 -0.711 0.572
148 O 6.663 -0.606 0.068
149 C 5.923 0.470 0.356
150 O 6.239 1.405 1.122
151 O 4.763 0.412 -0.432
152 C 3.681 1.362 -0.296
153 H 8.313 0.108 1.223
154 H 8.668 -0.806 -0.290
155 H 8.098 -1.658 1.104
156 H 3.260 1.150 0.686
157 H 2.920 0.957 -0.963
158 H 3.967 2.400 -0.468
159 C -4.819 -0.304 -4.209
160 O -4.731 -0.876 -2.882
161 C -5.432 -0.333 -1.791
162 O -5.322 -0.877 -0.665
163 O -6.189 0.727 -2.117
164 C -6.898 1.334 -1.106
165 H -4.922 -1.125 -4.919
166 H -3.950 0.282 -4.508
167 H -5.750 0.251 -4.328
168 H -6.115 1.736 -0.463
169 H -7.520 0.738 -0.438
170 H -7.488 2.194 -1.423

Forces on the atoms, in the same order (eV/Å):
0.9267 -0.5371 0.5700
-0.7876 0.1357 -0.4856
-0.7609 -3.4156 -1.4741
-2.6157 3.3415 3.0118
-4.6760 1.2542 -4.8074
-8.9873 -0.1279 -8.1328
3.2197 -5.3779 7.1709
9.4140 3.7580 2.0958
6.2938 -2.4363 -0.5399
1.5816 0.7497 1.6989
2.7639 -2.4744 8.2506
-0.6050 2.6645 1.5601
0.4207 5.4863 -8.1614
-5.1605 -2.2093 -0.0373
-1.5960 -0.0184 0.2822
0.3413 -0.9163 -0.2783
1.6930 0.5135 1.8993
0.0851 -0.2544 -1.7037
-1.5667 1.1005 0.5051
0.2785 -0.1081 0.3737
0.5012 -0.3318 -0.2318
-0.0546 -0.3142 0.3491
0.7862 -0.1280 -0.1550
-0.3598 -0.3331 0.1704
-0.4625 0.0280 -0.7597
0.1830 1.0000 -0.0790
2.4756 -0.6521 2.4830
-0.9112 1.5163 -3.6846
0.4043 -1.1930 -0.8771
-1.3944 -0.0249 0.1148
0.4278 -1.4869 3.1986
0.5102 1.0250 -0.0175
-0.5832 0.5412 -0.4332
0.2506 0.2430 -0.5351
-0.7372 -0.1035 -0.6506
-0.5394 0.2275 0.3841
0.2371 -0.5465 0.7638
-0.1241 0.2652 -0.7855
-0.2862 0.9599 -2.8380
0.9336 0.3978 2.7453
-0.4593 0.4164 0.4071
-0.5758 -3.2023 -0.1237
-0.1101 -0.3081 -2.1812
0.2578 0.5327 0.7571
-0.2251 -0.4074 0.6519
0.4506 0.2290 0.8471
-0.0542 0.2260 0.3538
-0.0810 0.2145 -0.3074
-0.2188 -0.1042 -0.2706
0.2662 0.1500 -0.0455
0.3536 -0.1608 0.0039
0.0050 -0.2014 -0.0314
0.3187 0.4739 1.0032
0.8859 -0.8483 0.5686
0.6654 -0.5446 -0.1330
-1.7096 1.0794 -1.1623
-0.2073 0.1221 0.0525
-0.4099 0.1558 -0.6047
-0.8263 0.5028 0.0494
-0.2439 -0.1109 0.0521
0.6832 -0.3071 0.2890
0.5958 -0.1968 -0.0950
0.0670 -0.5016 0.4842
-0.2227 2.6796 -1.3258
1.6863 -0.5511 0.7193
0.5262 0.4910 1.0492
-0.5044 -4.3649 1.5065
-1.8413 -0.0300 -1.2417
0.1165 0.2577 0.2236
0.0127 0.9364 -0.2451
0.2203 -0.3967 -0.2712
-0.0016 -0.5514 0.2350
0.2353 1.4187 -0.8976
0.0415 0.4924 -0.1546
-0.3344 1.4884 -1.0849
-0.5791 1.2316 0.1317
-0.6552 1.7919 -1.4511
1.4756 -4.4685 1.2532
-1.5840 -0.7111 -0.7616
1.5886 2.7185 -0.2787
0.2169 0.9862 0.4856
0.1721 -0.1157 0.1602
0.6315 -1.4048 1.3684
0.3937 -0.4869 -0.4275
-0.3901 -0.5980 -0.0612
-1.0082 -0.6542 0.5410
-0.7285 -0.1549 1.3291
0.9993 -0.3451 -0.5518
-1.3410 -1.6803 -2.2035
0.5292 0.9432 0.8711
0.2298 2.3406 1.0965
-0.2862 -2.0238 0.5711
0.0953 0.0518 -0.3910
-0.0021 0.4960 -0.4324
0.4354 -0.0954 -0.9035
0.1391 0.1492 0.0222
0.1632 0.0671 -0.1810
-0.2021 0.6576 0.7569
0.1530 -0.2859 0.7447
-0.5745 0.0987 0.4500
0.2267 -0.9497 -2.9433
0.6034 -0.0028 0.7713
0.1573 0.1126 0.8862
0.0925 0.1591 0.8960
0.1912 -0.0082 0.0755
-0.4861 0.3547 0.1946
-0.0351 0.5028 -0.3881
0.1360 0.3007 -0.2461
-0.4402 -0.0299 -0.4471
-0.1009 -0.2717 0.0346
-0.3955 -0.6206 0.4143
0.7074 1.6012 1.0750
-1.1243 0.2871 -1.0402
0.0668 0.4631 0.7967
1.3314 -1.5879 -0.2552
0.5148 -0.3278 -0.1502
-0.5848 -0.2942 -0.2797
0.2926 -0.2738 -0.5886
-0.3508 0.4719 0.0592
-0.0374 0.1432 -0.0230
-0.2078 -0.4227 0.1716
-0.3638 0.4490 0.0788
0.9441 0.2517 1.1894
-0.2805 -0.2011 -0.2625
-2.3600 -0.6141 0.9034
2.2755 0.3613 -1.2827
1.0940 1.1203 -0.1403
-1.5208 -0.0935 0.5862
-0.2258 -0.2527 -0.8100
-0.0569 0.0293 -0.2270
-0.1992 -0.1546 -0.2729
-0.2737 -0.1023 0.2104
-0.1708 -0.4138 -0.6678
0.6924 0.1387 0.6700
-0.5941 -1.5224 0.9822
0.7734 0.4000 -0.3257
0.1716 0.1767 0.1747
-0.3367 -0.1995 -0.6475
0.2074 -0.8260 1.3621
0.2251 0.5515 -1.7459
-0.4215 0.3111 0.7360
-0.3853 0.2076 -0.5071
0.6491 0.5491 -1.0184
0.2660 -0.1111 0.0970
-0.3504 0.2373 0.2532
-0.2083 0.3465 0.4422
0.0833 -0.2550 -0.0632
-0.4676 0.2717 0.0997
-0.6404 3.0096 0.6734
-1.1044 -2.8435 -2.2174
2.3532 -0.3998 0.8323
0.1695 -1.2669 0.7964
-0.3309 0.0638 -0.1798
-0.0672 0.3196 -0.0405
-0.2488 0.1723 0.0538
0.0594 0.8131 0.2013
0.2139 0.5270 -0.2545
0.0333 -0.2021 0.0161
-1.0524 -0.1367 -0.3369
-1.2130 1.1515 2.2577
1.1011 -1.0920 -0.4182
-1.5136 1.3564 -4.1555
1.1988 -2.7781 -1.4474
0.0838 2.0110 3.0264
0.2846 -0.2814 0.2978
0.0303 0.0491 0.5875
0.2726 0.3102 0.1840
-0.3536 0.2101 0.4691
0.0619 -0.7003 -0.5635
0.1845 -0.3607 -0.7859

<S²> = 0.765
Gap between HOMO and LUMO (spin up / spin down) = 7.237 / 7.298 eV
LUMO (spin up / spin down) = -0.05 / -0.09 eV
Net charge = 0
Multiplicity = 2
Electronic energy = -7171.41886 a.u.
Maximum force = 12.121 eV/A